14
Properties=species:S:1:pos:R:3:forces:R:3:nbo_charge:R:1 method="wB97M-V/def2-TZVPD" gap_ev=9.3 lumo_ev=0.03 spin_multiplicity=1
C -1.618 2.184 -0.753 -1.6234 0.8234 -0.2557 -0.12
C -0.537 1.860 -0.333 0.2221 0.0376 -0.5082 -0.13
C 0.760 1.475 0.116 1.5074 -0.7287 1.6695 0.33
F 1.287 2.306 1.131 -0.7066 -0.9778 -1.6182 -0.33
C 1.492 0.340 -0.121 -4.4207 1.6059 -1.6924 -0.05
N 1.050 -0.652 -1.001 0.8953 1.4952 0.7919 -0.54
C 0.257 -1.423 -1.420 0.5402 -0.3367 -0.4577 0.86
O -0.330 -2.284 -1.930 -0.9939 -0.4990 -0.2871 -0.50
H -2.652 2.556 -1.052 2.1868 -0.8944 0.5453 0.26
H 2.353 0.115 0.360 2.5676 -0.2466 1.4239 0.22
N -0.162 -2.179 1.536 -2.5233 0.2090 1.4278 -0.75
C -0.916 -1.333 1.167 0.5071 0.9750 1.3806 0.85
O -1.594 -0.396 1.126 -1.1320 0.2081 -0.8076 -0.50
H 0.610 -2.569 1.174 2.9734 -1.6710 -1.6123 0.41

15
Properties=species:S:1:pos:R:3:forces:R:3:nbo_charge:R:1 method="wB97M-V/def2-TZVPD" gap_ev="6.2 / 6.9" lumo_ev="-14.37 / -14.39" total_charge=+3 spin_multiplicity=6
C -0.597 -1.087 -1.015 -0.1663 -0.0690 -0.0162 0.31
C -1.152 0.096 -0.692 0.5766 -2.0464 -2.8053 -0.28
O -2.794 1.722 -1.319 2.6314 -5.5256 -2.9923 -0.09
C -2.159 0.745 -1.529 -2.3224 6.6902 5.0912 0.91
O 0.398 -1.484 -0.167 -0.0738 -0.7366 -0.4935 -0.65
H -0.874 -1.782 -1.807 0.1105 0.2206 0.0235 0.26
Ho 1.790 -3.567 -0.359 0.1650 0.1708 0.1383 1.97
O 1.718 0.106 1.020 -0.8599 -2.2197 0.3301 -0.46
C 1.680 1.393 0.554 2.9690 2.7269 -0.5058 0.94
C 0.473 -0.467 0.972 0.7045 0.5102 0.6402 0.35
O 2.637 2.085 0.444 -1.6715 -1.3619 0.1746 -0.40
O 0.421 1.726 0.265 -2.0226 -0.3810 -0.1042 -0.42
C -0.467 0.645 0.530 -1.2286 1.7439 0.5848 0.02
H 0.240 -1.024 1.884 -0.0205 0.0581 -0.2156 0.25
H -1.314 0.893 1.218 1.2086 0.2193 0.1504 0.29

15
Properties=species:S:1:pos:R:3:forces:R:3:mulliken_charge:R:1 method="wB97M-V/def2-TZVPD" gap_ev="4.2 / 3.7" lumo_ev="-16.88 / -17.10" total_charge=+3 spin_multiplicity=2
C 1.695 -0.466 0.454 1.3579 1.5133 -0.8396 0.19
C 0.336 -1.007 0.473 -1.8944 0.4422 2.3109 0.55
O -0.334 -3.339 0.494 3.4437 3.7872 -4.5768 0.11
C 0.196 -2.440 -0.043 -4.8579 -4.4993 5.9377 0.28
O 1.872 0.744 0.194 -7.1932 -7.2282 2.8626 -0.27
H 2.531 -1.165 0.612 0.0543 0.1914 0.1522 0.49
In 3.306 1.839 -0.151 7.9695 6.2165 -2.1413 0.61
O -1.387 1.895 -0.684 1.4119 -0.0548 2.9717 -0.09
C -1.957 0.905 -1.410 -1.6395 0.8163 -3.0637 0.48
C -0.674 1.332 0.344 -2.7650 2.2524 -0.7399 -0.20
O -2.638 1.058 -2.376 0.8068 -0.2792 1.4527 -0.15
O -1.520 -0.272 -0.926 1.3443 -1.2745 2.2080 -0.21
C -0.743 -0.026 0.198 -0.7585 -0.7935 -5.4660 0.31
H -0.537 1.931 1.239 0.7250 0.3585 -0.2195 0.45
H -0.146 -0.989 1.581 1.9951 -1.4483 -0.8491 0.45

17
Properties=species:S:1:pos:R:3:forces:R:3:nbo_charge:R:1 method="wB97M-V/def2-TZVPD" gap_ev=7.8 lumo_ev=2.83 total_charge=-1 spin_multiplicity=1
C 2.525 -0.011 0.157 0.0231 1.1358 -0.4066 -0.26
C 1.421 -0.061 -0.719 -1.5785 0.9969 -1.5564 -0.18
C 2.453 0.990 1.109 -2.2698 -1.5598 -2.1393 -0.41
C 0.413 0.845 -0.361 3.1789 -0.8667 1.1869 -0.27
C -0.785 1.120 -0.963 -1.0879 0.8647 -0.6120 0.20
C -2.411 -0.632 1.638 -2.3305 -0.0846 2.1384 0.78
N -1.762 1.657 -1.261 2.0889 -1.3755 0.2845 0.23
N -1.862 -0.685 0.609 1.7036 -0.0217 -1.6933 -0.81
O -0.125 -2.652 0.034 1.3951 -0.4156 1.0118 -0.99
O -3.102 -0.573 2.609 0.4683 0.1096 0.2505 -0.63
O -1.359 -1.652 -1.746 -0.2653 0.0154 -0.0308 -1.01
O -2.798 2.035 -1.668 -2.5772 1.2670 -0.7942 -0.44
S 0.912 1.765 1.064 0.1601 -0.6611 -0.6867 0.43
S -1.429 -2.271 -0.422 -1.1440 -0.0167 -1.3697 1.68
H 3.381 -0.576 -0.139 0.6661 -0.2907 0.5259 0.22
H 1.389 -0.555 -1.759 -0.0617 0.3555 2.2237 0.25
H 3.139 1.254 1.818 1.6307 0.5474 1.6672 0.22

20
Properties=species:S:1:pos:R:3:forces:R:3:nbo_charge:R:1 method="wB97M-V/def2-TZVPD" gap_ev="6.4 / 6.8" lumo_ev="-13.90 / -13.55" total_charge=+3 spin_multiplicity=3
O -0.109 4.094 -2.048 0.0776 -3.8723 0.1154 -0.30
C -0.082 2.952 -1.988 -0.0454 3.3943 0.0325 0.46
Pr 0.047 -0.176 -1.227 0.1460 1.6108 1.5660 1.73
O -0.129 -0.048 -5.042 0.2338 -0.0466 4.8366 -0.23
C -0.074 -0.068 -3.892 -0.2760 0.0270 -5.6660 0.43
C -0.002 -2.699 -1.852 -0.1834 -6.1174 -1.5294 0.42
O -0.029 -3.820 -2.125 0.1323 5.1038 1.2484 -0.20
C -2.548 -0.013 -1.894 -5.3916 0.2226 -1.1033 0.43
O -3.674 0.045 -2.124 4.8002 -0.2168 0.9544 -0.23
C 2.649 -0.076 -1.867 5.6376 0.2571 -1.0426 0.43
O 3.782 -0.031 -2.071 -5.0157 -0.2008 0.8699 -0.22
N 0.858 0.957 4.090 -0.3187 -0.8900 -1.1623 -0.51
N 0.318 0.188 3.079 -0.7489 1.2479 -0.9662 0.24
N -0.752 -0.606 3.299 0.9988 0.2355 -1.4329 -0.15
C -1.109 -0.920 2.055 0.4247 0.4777 0.8154 0.20
N -0.327 -0.308 1.123 0.1244 0.1382 0.8561 -0.57
N 0.578 0.456 1.808 -0.5894 -1.2267 1.0340 -0.06
H 1.825 1.158 3.870 0.2025 0.1499 0.1684 0.42
H 0.717 0.480 4.969 -0.0168 -0.1045 0.4113 0.44
H -1.938 -1.564 1.837 -0.1922 -0.1898 -0.0056 0.26

11
Properties=species:S:1:pos:R:3:forces:R:3:nbo_charge:R:1 method="wB97M-V/def2-TZVPD" gap_ev=8.8 lumo_ev=-1.27 spin_multiplicity=1
C -2.410 -0.374 -1.136 1.9113 -0.0765 1.6003 -0.14
C -1.780 0.188 -0.212 -2.6049 -2.1005 -3.4751 -0.10
C -1.221 0.761 0.957 0.8436 -0.7432 0.1163 -0.19
C 0.042 0.548 1.380 1.6635 1.8314 1.1328 -0.26
C 1.157 0.034 0.538 -1.2249 -0.0924 0.7058 0.44
O 2.295 -0.004 0.917 0.2153 0.0218 -0.0700 -0.45
C 0.822 -0.423 -0.817 1.0010 -1.2837 -3.7356 0.17
N 0.867 -0.793 -1.933 -0.3728 1.0075 3.0826 -0.23
H -2.701 -1.147 -1.942 0.4777 2.0744 1.7592 0.28
H -1.923 1.278 1.566 -0.3053 0.4742 0.5472 0.24
H 0.536 1.049 2.320 -1.6046 -1.1129 -1.6635 0.25